(1)
Entry from the OMol25 dataset: a structure of composition C12H6NO5Pm in a non-equilibrium geometry (the ωB97M-V functional and the def2-TZVPD basis).

Values from the calculation:
* net charge: +2
* HOMO-LUMO gap (alpha / beta): 7.0 / 6.9 eV
* ΔE to the lowest compared entry with this formula, charge and spin: 1.6 kcal per mole
* spin multiplicity: 5

Last column: natural (NBO) charge in e.
CARTESIAN COORDINATES (ANGSTROEM)
O1 0.75 0.59 -6.24  -0.30
C1 0.57 0.37 -5.09  0.50
Pm1 0.14 0.11 -2.74  1.09
O2 -2.44 1.13 -5.13  -0.30
C2 -1.73 0.66 -4.34  0.51
C3 -1.72 -0.72 -1.33  0.52
O3 -2.49 -1.29 -0.67  -0.34
C4 0.80 -2.12 -1.89  0.40
O4 0.90 -2.96 -1.07  -0.38
C5 -0.99 -2.12 -3.55  0.50
O5 -1.56 -3.12 -3.51  -0.37
H1 1.17 -1.84 -3.45  -0.06
N1 0.48 0.95 -0.63  -0.66
C6 0.50 0.94 0.55  0.65
C7 0.51 0.86 1.95  -0.28
C8 0.43 -0.37 2.64  -0.12
C9 0.42 -0.36 4.03  -0.20
C10 0.49 0.86 4.71  -0.09
C11 0.59 2.08 4.03  -0.20
C12 0.58 2.09 2.64  -0.11
H2 0.40 -1.30 2.06  0.23
H3 0.38 -1.32 4.56  0.26
H4 0.51 0.83 5.79  0.25
H5 0.68 3.02 4.58  0.26
H6 0.66 3.04 2.10  0.24


(2)
Entry from the OMol25 dataset: a structure of composition C12H78N2O27 in a non-equilibrium geometry (the ωB97M-V functional and the def2-TZVPD basis).

Values from the calculation:
* net charge: +2
* HOMO-LUMO gap: 8.6 eV
* ΔE to the lowest compared entry with this formula, charge and spin: 169.8 kcal per mole

Last column: Mulliken charge in e.
CARTESIAN COORDINATES (ANGSTROEM)
C1 5.88 0.24 -1.52  -0.14
O1 4.90 -0.80 -1.56  -0.12
C2 3.80 -0.50 -0.85  -0.25
C3 2.87 -1.72 -0.91  1.24
N1 1.56 -1.67 -0.25  0.52
H1 0.99 -2.49 -0.43  0.47
H2 1.65 -1.54 0.71  0.88
C4 0.81 -0.50 -0.80  -0.99
C5 -0.71 -0.42 -0.39  0.17
O2 -1.32 0.57 -1.14  -0.23
C6 -2.75 0.59 -0.97  -0.03
H3 6.25 0.30 -0.51  0.13
H4 5.68 1.29 -1.80  0.32
H5 6.89 0.07 -2.16  -0.06
H6 3.42 0.38 -1.41  0.30
H7 3.78 -0.35 0.32  0.05
H8 3.18 -2.66 -0.29  -1.23
H9 2.81 -1.90 -1.99  -0.51
H10 0.81 -0.52 -1.87  -0.02
H11 1.30 0.52 -0.77  -0.18
H12 -0.78 -0.24 0.62  0.38
H13 -1.38 -1.32 -0.45  0.21
H14 -3.20 -0.36 -1.45  0.26
H15 -3.20 1.61 -1.45  0.17
H16 -2.95 0.93 0.14  -0.12
C7 -1.01 3.16 0.06  -0.90
O3 -1.11 2.42 1.26  -0.12
C8 -2.22 2.79 1.96  0.46
C9 -2.03 2.20 3.41  -1.17
N2 -3.11 2.66 4.28  0.06
H17 -2.85 2.33 5.34  0.50
H18 -3.27 3.55 4.27  0.37
C10 -4.36 1.90 4.02  -0.05
C11 -5.08 1.60 5.31  -1.00
O4 -6.41 1.00 5.18  -0.29
C12 -7.19 1.00 6.26  -0.83
H19 0.02 2.65 -0.34  -0.13
H20 -1.02 4.24 0.02  0.62
H21 -1.58 2.79 -0.76  0.24
H22 -3.12 2.47 1.38  -0.24
H23 -2.22 3.88 2.04  0.58
H24 -0.93 2.71 3.72  0.30
H25 -1.72 1.08 3.57  0.27
H26 -4.12 1.03 3.49  0.24
H27 -4.90 2.57 3.15  0.13
H28 -5.17 2.48 5.91  0.48
H29 -4.55 0.83 5.75  0.50
H30 -8.16 0.45 6.12  0.25
H31 -7.65 2.06 6.40  0.30
H32 -6.79 0.67 7.14  0.37
O5 -3.50 -2.12 0.37  -0.52
H33 -4.31 -1.90 0.66  0.38
H34 -3.71 -3.04 0.67  0.46
O6 0.35 1.35 -3.38  -0.69
H35 0.91 0.86 -3.99  0.47
H36 -0.21 0.81 -2.82  0.21
O7 -5.59 2.63 -0.79  -0.44
H37 -6.10 3.10 -1.39  0.27
H38 -5.70 1.59 -0.91  0.25
O8 -4.12 -3.03 -1.55  -0.67
H39 -4.74 -3.63 -1.35  0.27
H40 -3.76 -2.87 -0.60  0.13
O9 -5.50 3.21 1.10  -0.68
H41 -5.02 2.94 0.22  0.18
H42 -5.73 4.12 0.99  0.34
O10 3.60 -2.72 1.44  -0.62
H43 2.91 -3.27 1.80  0.28
H44 3.78 -3.32 0.71  0.58
O11 3.58 2.93 -0.22  -0.49
H45 4.42 2.81 0.05  0.24
H46 3.43 3.92 -0.27  0.27
O12 -3.72 4.99 -0.03  -0.58
H47 -2.86 5.00 -0.46  0.33
H48 -4.07 4.27 -0.62  0.28
O13 4.15 -2.39 -4.25  -0.64
H49 4.18 -1.84 -3.42  0.26
H50 4.54 -3.27 -3.94  0.28
O14 1.42 1.58 2.08  -0.65
H51 0.53 1.89 1.92  0.42
H52 1.33 1.58 3.00  0.30
O15 0.87 -1.20 1.75  -0.55
H53 1.09 -0.30 2.09  0.15
H54 0.69 -1.58 2.62  0.41
O16 2.11 -4.50 -2.69  -0.32
H55 2.24 -4.98 -3.39  0.19
H56 1.99 -5.11 -2.14  0.05
O17 7.44 3.56 -2.77  -0.57
H57 8.15 4.14 -3.12  0.31
H58 7.30 3.69 -1.91  0.27
O18 -5.62 -1.47 0.43  -0.88
H59 -5.54 -0.77 -0.18  0.49
H60 -5.98 -2.20 -0.01  0.35
O19 0.54 -2.62 -3.44  -0.76
H61 -0.50 -2.93 -3.56  0.39
H62 1.12 -3.19 -3.06  0.36
O20 -5.48 -0.10 -1.22  -0.73
H63 -6.32 0.16 -1.65  0.37
H64 -5.43 -1.11 -1.58  0.37
O21 8.85 -0.79 -3.13  -0.67
H65 8.40 -1.42 -2.54  0.32
H66 9.15 0.09 -2.82  0.33
O22 -2.28 -3.56 -3.50  -0.74
H67 -2.39 -3.40 -4.55  0.35
H68 -2.68 -2.77 -3.11  0.32
O23 0.60 -4.22 0.09  -0.67
H69 -0.30 -4.64 -0.23  0.32
H70 1.22 -4.91 -0.13  0.25
O24 1.46 -0.43 -5.13  -0.69
H71 2.32 -0.35 -5.58  0.33
H72 1.42 -1.18 -4.59  0.32
O25 7.99 1.60 0.35  -0.60
H73 7.50 0.85 0.57  0.33
H74 7.71 2.27 1.03  0.30
O26 5.95 -0.49 1.29  -0.69
H75 5.00 -0.94 1.29  0.20
H76 6.33 -1.42 1.20  0.41
O27 4.99 -4.31 0.47  -0.60
H77 4.78 -4.31 -0.53  0.33
H78 5.01 -5.28 0.58  0.31


(3)
Entry from the OMol25 dataset: a structure of composition C12H7AsCl6GeOReS4Te in a non-equilibrium geometry (the ωB97M-V functional and the def2-TZVPD basis).

Values from the calculation:
* net charge: +2
* HOMO-LUMO gap (alpha / beta): 5.9 / 5.9 eV
* ΔE to the lowest compared entry with this formula, charge and spin: 3.5 kcal per mole
* spin multiplicity: 2

Last column: natural (NBO) charge in e.
CARTESIAN COORDINATES (ANGSTROEM)
Re1 2.23 -0.78 -0.31  0.59
Cl1 4.19 5.85 0.31  0.11
C1 3.42 4.41 -0.17  -0.01
C2 4.09 3.21 0.11  -0.23
C3 3.44 2.07 -0.21  -0.10
Cl2 4.24 0.54 0.10  0.23
C4 2.16 2.01 -0.75  0.24
O1 1.49 0.84 -0.81  -0.60
C5 1.60 3.20 -1.20  -0.06
Cl3 0.15 3.09 -2.09  0.09
C6 2.22 4.41 -0.90  -0.21
H1 5.07 3.15 0.60  0.27
H2 1.79 5.36 -1.13  0.27
S1 -0.45 -4.73 2.20  -0.13
As1 1.65 -4.21 2.53  0.90
S2 0.18 -1.99 -0.37  -0.03
S3 1.20 -1.66 1.46  -0.05
S4 1.04 -5.64 1.05  -0.08
Te1 -1.53 -0.01 -0.49  0.67
C7 -3.31 -0.60 0.28  -0.37
C8 -3.61 -0.23 1.59  -0.20
C9 -4.88 -0.43 2.02  -0.20
C10 -5.84 -1.01 1.20  -0.13
C11 -5.53 -1.37 -0.12  -0.19
C12 -4.23 -1.16 -0.59  -0.19
H3 -2.82 0.21 2.16  0.23
H4 -5.13 -0.14 3.04  0.24
H5 -6.86 -1.15 1.57  0.24
H6 -6.29 -1.81 -0.73  0.24
H7 -3.95 -1.37 -1.60  0.23
Cl4 2.20 -3.72 -3.07  -0.30
Ge1 3.24 -2.08 -2.23  1.15
Cl5 4.92 -1.35 -3.27  -0.28
Cl6 3.89 -2.92 -0.18  -0.34


(4)
Entry from the OMol25 dataset: a cluster of 29 separate species, C12H83N4O28S2 in total in a non-equilibrium geometry (the ωB97M-V functional and the def2-TZVPD basis).

Values from the calculation:
* net charge: +1
* HOMO-LUMO gap: 8.1 eV

Last column: Mulliken charge in e.
CARTESIAN COORDINATES (ANGSTROEM)
C1 -2.42 -2.03 2.01  -1.43
C2 -1.03 -1.81 1.37  0.93
C3 -0.96 -2.65 0.11  -0.85
N1 0.36 -2.67 -0.62  0.13
C4 1.28 -1.73 -0.19  -0.29
N2 1.44 -0.56 -0.92  -0.23
N3 2.04 -1.92 0.85  0.16
C5 3.03 -0.96 1.36  0.65
C6 2.67 -0.59 2.81  -0.72
C7 2.67 0.91 3.06  -1.04
S1 1.11 1.75 2.58  -0.05
C8 1.55 2.89 1.21  -0.10
S2 2.35 4.24 1.58  -0.18
N4 1.14 2.50 -0.06  0.80
C9 1.90 3.07 -1.20  -0.62
C10 1.51 4.48 -1.66  -1.35
C11 -0.33 2.57 -0.21  -1.08
C12 -0.87 1.96 -1.51  -1.42
H1 -2.34 -2.47 3.01  0.36
H2 -3.00 -2.72 1.40  0.31
H3 -2.98 -1.11 2.10  0.40
H4 -0.88 -0.74 1.22  -0.30
H5 -0.30 -2.17 2.10  -0.07
H6 -1.78 -2.34 -0.55  0.49
H7 -1.17 -3.67 0.42  0.34
H8 0.18 -2.45 -1.59  0.42
H9 0.85 -0.57 -1.74  0.40
H10 1.22 0.27 -0.34  -0.43
H11 1.92 -2.78 1.37  0.45
H12 4.01 -1.44 1.30  -0.04
H13 3.03 -0.05 0.78  -0.30
H14 3.44 -1.02 3.46  0.38
H15 1.72 -1.03 3.07  0.34
H16 2.75 1.07 4.14  0.54
H17 3.52 1.44 2.62  0.46
H18 1.84 2.35 -2.01  -0.08
H19 2.95 3.10 -0.91  0.76
H20 2.16 5.24 -1.24  0.33
H21 1.65 4.52 -2.74  0.38
H22 0.47 4.74 -1.47  0.28
H23 -0.78 1.99 0.61  0.63
H24 -0.69 3.59 -0.10  0.92
H25 -0.14 1.33 -2.00  0.10
H26 -1.13 2.74 -2.23  0.37
H27 -1.74 1.35 -1.30  0.36
O1 -2.35 -4.11 -3.10  -0.61
H28 -3.11 -4.30 -2.55  0.32
H29 -1.68 -3.82 -2.48  0.26
O2 5.27 5.30 0.19  -0.56
H30 4.53 5.30 0.80  0.17
H31 6.02 5.61 0.70  0.34
O3 -3.14 1.00 3.21  -0.49
H32 -3.88 0.78 3.78  0.26
H33 -2.45 1.25 3.83  0.22
O4 -2.58 2.46 5.76  -0.51
H34 -3.35 2.83 6.23  0.29
H35 -2.30 3.18 5.17  0.25
O5 5.92 -2.51 1.59  -0.61
H36 6.30 -2.75 0.74  0.30
H37 6.65 -2.60 2.21  0.27
O6 -5.00 -5.50 -4.31  -0.68
H38 -4.09 -5.20 -4.26  0.32
H39 -5.21 -5.44 -5.25  0.39
O7 -3.15 0.15 -2.88  -0.54
H40 -2.98 0.09 -3.83  0.28
H41 -4.05 0.52 -2.83  0.30
O8 4.30 0.98 -2.18  -0.67
H42 3.58 0.85 -1.56  0.28
H43 5.02 1.34 -1.65  0.34
O9 -2.62 -7.33 -5.28  -0.66
H44 -3.39 -7.51 -4.72  0.34
H45 -1.94 -7.05 -4.66  0.30
O10 2.07 1.31 -4.46  -0.58
H46 2.40 1.09 -5.34  0.35
H47 2.86 1.25 -3.90  0.17
O11 7.58 6.53 -0.60  -0.64
H48 8.19 6.81 -1.29  0.30
H49 6.92 6.02 -1.08  0.37
O12 -2.18 4.36 1.91  -0.65
H50 -1.36 3.94 1.64  0.34
H51 -2.87 3.78 1.57  0.33
O13 3.13 -4.92 -0.72  -0.69
H52 2.35 -4.36 -0.65  0.33
H53 3.29 -5.25 0.17  0.32
O14 -7.01 -4.13 -5.72  -0.63
H54 -7.80 -3.59 -5.68  0.28
H55 -6.90 -4.47 -4.82  0.31
O15 -5.11 1.35 6.74  -0.64
H56 -6.06 1.38 6.88  0.26
H57 -4.79 0.84 7.50  0.32
O16 1.33 -6.39 -2.74  -0.61
H58 0.61 -6.60 -2.14  0.29
H59 2.06 -6.12 -2.17  0.33
O17 -0.11 2.49 7.75  -0.62
H60 0.47 2.98 7.17  0.30
H61 -0.73 2.05 7.15  0.30
O18 -6.15 0.65 -2.15  -0.64
H62 -6.90 1.25 -2.11  0.31
H63 -6.02 0.35 -1.25  0.30
O19 -3.05 4.73 7.53  -0.59
H64 -2.09 4.62 7.51  0.32
H65 -3.18 5.68 7.66  0.30
O20 7.76 6.46 -3.40  -0.63
H66 8.38 6.74 -4.08  0.33
H67 7.10 5.96 -3.88  0.28
O21 -3.33 -0.54 6.02  -0.60
H68 -2.37 -0.65 6.00  0.33
H69 -3.46 0.41 6.15  0.30
O22 8.20 9.60 -3.15  -0.63
H70 7.95 8.71 -3.42  0.34
H71 8.28 9.55 -2.19  0.32
O23 -5.43 -1.76 0.23  -0.59
H72 -5.74 -2.56 0.67  0.31
H73 -4.67 -2.05 -0.28  0.29
O24 -4.81 -9.23 -6.05  -0.64
H74 -3.90 -8.94 -6.01  0.34
H75 -5.04 -9.17 -6.98  0.31
O25 0.48 1.61 -7.17  -0.62
H76 0.31 0.71 -7.46  0.32
H77 0.62 1.54 -6.22  0.31
O26 8.27 -3.19 4.04  -0.64
H78 8.11 -4.09 3.75  0.32
H79 8.33 -3.25 4.99  0.32
O27 -3.53 -1.30 9.12  -0.62
H80 -3.17 -1.38 8.23  0.32
H81 -2.80 -1.49 9.71  0.31
O28 -6.02 -3.61 -8.60  -0.63
H82 -6.49 -4.13 -9.26  0.32
H83 -6.52 -3.73 -7.78  0.34